Molecular formula: C2H8NS2
Method: DFT, wB97M-V/def2-TZVPD

Cartesian coordinates (Å):
S1 0.2899 -1.2586 -0.8057
S2 -0.9534 -1.0886 1.4356
N1 -0.2450 1.9810 -1.1299
C1 1.3877 0.7044 -0.0376
C2 0.3368 1.5889 0.2173
H1 1.8660 0.3080 0.8710
H2 0.9416 -1.9401 0.1188
H3 2.0040 1.0138 -0.9530
H4 -0.2390 3.0033 -1.2722
H5 -0.4982 1.6955 0.9026
H6 -2.1700 -0.4891 1.2053
H7 -1.2253 1.6545 -1.1931
H8 0.1275 1.5349 -1.9689

Cartesian forces (eV/Å) of the 6 atoms listed first:
-2.49 -0.95 2.19
0.50 -0.04 -2.07
-1.38 0.86 -0.29
-0.40 3.96 1.52
1.30 -1.21 -2.41
0.05 -0.14 -0.84

Results
Multiplicity ... 1
Energy above the lowest of the compared OMol25 structures with the same formula, charge and spin ... 399.9 kJ/mol
LUMO ... -6.09 eV
Highest occupied orbital energy ... -12.6 eV
Max |F| ... 4.26 eV/Å
Frontier orbital gap ... 6.495 eV
Calculated total energy ... -931.71998 Ha
Net charge ... +1

The net atomic charges from Mulliken, expressed in e, are: atom 1 (S): -0.158, atom 2 (S): -0.107, atom 3 (N): -0.352, atom 4 (C): -0.714, atom 5 (C): -0.251, atom 6 (H): 0.418, atom 7 (H): 0.249, atom 8 (H): 0.283, atom 9 (H): 0.338, atom 10 (H): 0.397, atom 11 (H): 0.193, atom 12 (H): 0.361, atom 13 (H): 0.344